{
  "formula": "C54H70GeN5P3Ti",
  "method": "the ωB97M-V functional and the def2-TZVPD basis",
  "species": ["Ti", "C", "C", "C", "P", "C", "N", "Ge", "N", "C", "P", "C", "C", "C", "C", "C", "C", "C", "C", "C", "C", "C", "C", "N", "C", "C", "C", "C", "C", "C", "C", "C", "C", "C", "C", "C", "N", "C", "P", "C", "C", "C", "C", "C", "C", "C", "C", "C", "H", "H", "H", "H", "H", "H", "H", "H", "H", "H", "H", "H", "H", "H", "H", "H", "H", "H", "H", "H", "H", "H", "H", "H", "H", "H", "H", "H", "H", "H", "H", "H", "H", "H", "H", "H", "H", "H", "H", "H", "H", "H", "H", "H", "H", "H", "H", "H", "H", "H", "H", "H", "H", "H", "H", "H", "H", "H", "H", "H", "C", "C", "C", "C", "C", "C", "C", "C", "C", "C", "C", "C", "C", "C", "C", "N", "H", "H", "H", "H", "H", "H", "H", "H", "H", "H"],
  "coordinates": [[-1.33552, 0.86496, 0.23928], [-5.03189, -0.25752, -0.03373], [-4.37443, -1.15159, -1.08228], [-4.73391, -0.64820, -2.48142], [-2.54170, -1.33347, -0.95058], [-2.26599, -2.13955, 0.68632], [-0.84470, -2.16065, 1.06808], [0.63275, -0.86820, 0.45305], [1.87175, 0.24419, 1.47678], [2.09754, 1.63261, 1.15180], [0.58213, 2.58914, 0.72928], [1.13793, 3.98626, -0.35650], [0.94108, 3.82784, -1.85471], [2.58120, 4.39705, -0.05471], [0.29591, 3.59032, 2.27026], [0.49011, 2.83684, 3.58266], [-1.05131, 4.31446, 2.25009], [2.97344, -0.40040, 2.02528], [4.19590, 0.19545, 2.35461], [5.23404, -0.56816, 2.87770], [5.09780, -1.93235, 3.07568], [3.89378, -2.53887, 2.73431], [2.86328, -1.77824, 2.23041], [1.59141, -2.34585, 1.82108], [0.63496, -2.62597, 2.86422], [0.94893, -2.87499, 4.17529], [-0.07340, -3.21805, 5.06302], [-1.36764, -3.31603, 4.58699], [-1.68340, -3.02030, 3.26057], [-0.68063, -2.62242, 2.37383], [1.78376, -3.50005, 0.94003], [1.83354, -4.79359, 1.40287], [2.10961, -5.82440, 0.50886], [2.32349, -5.51424, -0.82349], [2.23141, -4.20580, -1.28923], [1.94344, -3.16704, -0.40310], [1.76451, -1.82223, -0.72942], [1.99049, -1.44439, -2.11709], [2.57226, 0.28372, -2.21704], [2.67319, 0.51037, -4.05097], [3.44594, -0.55720, -4.82446], [1.25199, 0.64417, -4.61553], [4.31330, 0.15220, -1.58665], [5.18095, 1.24490, -2.21050], [4.98214, -1.21936, -1.64797], [-2.22498, -2.71152, -2.16243], [-0.92832, -3.44653, -1.88021], [-3.36357, -3.73385, -2.22026], [-6.10301, -0.46446, -0.01163], [-4.91763, 0.79425, -0.29155], [-4.65317, -0.41566, 0.97753], [-4.77248, -2.16042, -0.93894], [-4.33376, 0.35771, -2.63637], [-5.81780, -0.58895, -2.59110], [-4.35627, -1.28177, -3.28217], [-2.67353, -3.15916, 0.64106], [-2.88815, -1.60733, 1.41918], [2.79536, 1.77178, 0.32019], [2.53193, 2.16578, 2.00363], [0.47475, 4.79217, -0.02277], [1.49074, 2.96569, -2.22912], [1.31046, 4.72039, -2.36438], [-0.10558, 3.71028, -2.11902], [3.28156, 3.70254, -0.51787], [2.81245, 4.44953, 1.00855], [2.76876, 5.38346, -0.48170], [1.09064, 4.34301, 2.19784], [1.52334, 2.52733, 3.73719], [-0.13634, 1.95037, 3.65015], [0.22002, 3.49369, 4.41166], [-1.83986, 3.65575, 2.61531], [-1.34120, 4.67889, 1.26199], [-1.01911, 5.17708, 2.91641], [4.35429, 1.25056, 2.18793], [6.16898, -0.08124, 3.12179], [5.91191, -2.52212, 3.46850], [3.76667, -3.60835, 2.83706], [1.97640, -2.81475, 4.50975], [0.15435, -3.43039, 6.09711], [-2.16105, -3.61643, 5.25916], [-2.71237, -3.07697, 2.94165], [1.66009, -4.99903, 2.45162], [2.15818, -6.84582, 0.85524], [2.54834, -6.30379, -1.52843], [2.35219, -4.01517, -2.34462], [1.10543, -1.53620, -2.75818], [2.74562, -2.09693, -2.55310], [3.18048, 1.47101, -4.18921], [2.94537, -1.52597, -4.76893], [4.45921, -0.68489, -4.44999], [3.51753, -0.29564, -5.88230], [0.69164, -0.28575, -4.49222], [1.28148, 0.85919, -5.68509], [0.68855, 1.44018, -4.12916], [4.20824, 0.38784, -0.52322], [5.39468, 1.04135, -3.26114], [6.13794, 1.30686, -1.68979], [4.71405, 2.23081, -2.15912], [5.08267, -1.59313, -2.66740], [4.43257, -1.95983, -1.06601], [5.98768, -1.15683, -1.22664], [-2.14642, -2.22177, -3.13982], [-0.97215, -3.99646, -0.93882], [-0.08441, -2.77930, -1.80936], [-0.73973, -4.15949, -2.68438], [-3.55108, -4.18615, -1.24489], [-3.05596, -4.54082, -2.88798], [-4.30130, -3.34144, -2.60221], [-2.58271, 0.29786, 4.47704], [-3.70508, 1.10976, 4.50538], [-4.06887, 1.82975, 3.37090], [-3.29721, 1.71174, 2.22463], [-2.16968, 0.87021, 2.15581], [-1.82050, 0.18365, 3.31544], [-3.60735, 2.48232, 0.98485], [-4.64834, 3.43950, 0.87969], [-4.88124, 4.03750, -0.31752], [-4.09916, 3.71084, -1.45574], [-4.34240, 4.26180, -2.74029], [-3.57758, 3.88495, -3.80295], [-2.53599, 2.93950, -3.62036], [-2.27558, 2.40974, -2.39085], [-3.05747, 2.79496, -1.27796], [-2.82487, 2.22763, -0.05015], [-2.29489, -0.26157, 5.35816], [-4.29914, 1.18563, 5.40552], [-4.94266, 2.46626, 3.40916], [-0.94592, -0.46011, 3.33806], [-5.25086, 3.67092, 1.74394], [-5.68035, 4.76122, -0.41956], [-5.14679, 4.97470, -2.86169], [-3.76254, 4.29610, -4.78497], [-1.93072, 2.63727, -4.46514], [-1.45686, 1.68925, -2.31339]],
  "atomic_forces_ev_per_a": [[1.19, -1.32, -0.07], [-0.01, -0.03, 0.06], [-0.16, -0.16, 0.13], [0.00, 0.06, -0.02], [0.27, 0.34, 0.46], [0.18, -0.10, -0.27], [-0.64, -0.13, 0.75], [0.03, 0.40, -0.46], [0.32, 0.04, 0.33], [-0.02, 0.19, -0.07], [-0.34, -0.48, 0.18], [0.04, 0.16, 0.13], [0.07, -0.11, -0.06], [0.01, 0.09, -0.09], [0.09, 0.09, -0.01], [0.05, -0.03, 0.06], [-0.07, -0.03, 0.05], [-0.07, 0.12, -0.08], [0.05, -0.05, 0.00], [-0.03, 0.02, 0.01], [-0.12, 0.04, -0.07], [0.15, 0.01, 0.01], [-0.29, -0.04, -0.08], [0.18, -0.30, 0.04], [0.12, 0.18, -0.37], [-0.06, -0.06, 0.22], [0.06, 0.04, -0.13], [-0.06, -0.01, -0.06], [0.06, -0.05, 0.06], [0.01, -0.06, -0.12], [-0.07, 0.29, 0.30], [0.04, -0.16, -0.08], [-0.03, 0.12, 0.03], [0.00, 0.03, -0.06], [-0.03, -0.11, 0.08], [0.01, 0.22, -0.19], [0.23, -0.66, -0.32], [-0.02, -0.11, 0.12], [-0.21, 0.49, 0.25], [0.02, -0.10, -0.24], [0.02, -0.04, -0.02], [0.04, -0.04, 0.00], [0.11, -0.07, 0.02], [0.08, 0.01, -0.02], [0.04, -0.03, -0.04], [-0.24, 0.14, -0.22], [0.05, -0.07, 0.06], [0.06, -0.11, -0.08], [-0.02, 0.00, -0.02], [0.01, -0.01, 0.00], [0.01, 0.01, -0.03], [-0.01, 0.06, -0.05], [0.01, 0.01, 0.01], [-0.02, -0.01, 0.02], [0.03, -0.04, -0.01], [0.11, -0.07, 0.02], [0.06, 0.03, -0.04], [0.06, -0.11, -0.09], [0.02, -0.08, -0.02], [0.04, 0.02, 0.02], [0.03, -0.06, -0.06], [0.01, 0.00, 0.00], [-0.11, -0.01, 0.00], [0.04, -0.03, -0.03], [-0.01, 0.01, 0.04], [0.03, 0.00, 0.00], [-0.08, 0.01, 0.07], [-0.01, -0.01, 0.01], [-0.05, 0.02, -0.05], [0.02, 0.02, 0.01], [0.07, 0.03, -0.03], [0.04, 0.00, -0.06], [0.03, 0.02, 0.02], [0.04, 0.03, 0.01], [0.02, 0.02, 0.01], [0.05, -0.01, 0.03], [0.01, -0.02, 0.01], [-0.01, 0.00, -0.01], [0.00, 0.00, 0.04], [-0.03, -0.01, 0.00], [-0.06, -0.02, 0.02], [0.00, 0.00, 0.01], [0.01, -0.05, 0.00], [0.00, -0.01, -0.01], [0.01, -0.01, -0.05], [-0.11, -0.05, 0.03], [0.03, 0.01, 0.05], [-0.02, 0.01, 0.03], [-0.01, -0.01, 0.01], [0.02, 0.02, -0.01], [-0.03, 0.04, -0.01], [0.00, 0.00, -0.01], [0.04, 0.01, -0.01], [-0.01, 0.09, 0.09], [-0.02, 0.01, 0.04], [0.00, -0.02, 0.00], [0.01, 0.00, 0.01], [-0.07, 0.03, 0.03], [0.01, 0.00, -0.01], [0.00, 0.00, 0.02], [0.01, 0.03, 0.03], [0.01, -0.02, 0.04], [-0.02, -0.03, -0.01], [0.11, 0.13, -0.01], [0.02, -0.02, 0.02], [0.02, 0.01, 0.04], [-0.01, -0.01, 0.01], [-0.02, 0.04, -0.03], [0.06, -0.04, -0.03], [-0.06, 0.04, -0.13], [0.08, -0.07, 0.25], [-0.14, 0.24, -0.52], [-0.20, 0.12, 0.14], [0.01, 0.00, 0.07], [-0.10, 0.17, 0.46], [0.12, -0.26, 0.08], [-0.03, 0.07, -0.13], [-0.29, 0.28, -0.07], [0.02, -0.08, 0.22], [0.25, -0.24, -0.01], [-0.19, 0.26, -0.17], [0.17, -0.10, 0.03], [0.00, -0.17, 0.05], [-0.77, 0.82, -0.66], [0.00, 0.01, 0.01], [-0.01, 0.01, 0.02], [-0.01, 0.01, -0.01], [-0.08, 0.16, 0.00], [-0.02, 0.02, -0.01], [-0.01, 0.02, -0.02], [-0.03, 0.03, 0.02], [0.01, 0.00, -0.02], [-0.03, 0.02, -0.03], [-0.16, 0.06, 0.19]],
  "charge": 1,
  "s_squared": 0.76,
  "de_lowest_kj_mol": 20.9,
  "spin_multiplicity": 2,
  "largest_force_ha_per_bohr": 0.03461,
  "homo_energy_ev": [-9.10, -9.05]
}